Molecular formula: C39H48Cl2N3O3P2Ru
Method: DFT, the ωB97M-V functional and the def2-TZVPD basis

Geometry as XYZ:
```
98
Properties=species:S:1:pos:R:3:forces:R:3
Ru -0.0959 -0.0351 0.8539 0.4 -0.5 -0.3
C 1.1340 4.7254 1.4026 0.0 0.0 0.0
C 0.5387 3.4140 0.8924 0.0 0.0 -0.1
C 0.4502 3.4546 -0.6360 0.0 0.0 0.0
P 1.3389 1.8208 1.4506 -0.2 0.2 -0.2
C 1.8647 2.1868 3.1896 -0.1 -0.1 0.1
C 3.1984 2.9202 3.3183 0.0 0.0 0.0
C 1.8855 0.9455 4.0782 0.0 0.1 0.0
C 2.7055 1.6517 0.2967 0.0 -0.3 -0.1
C 3.6676 2.6433 0.0742 0.0 0.0 0.0
C 4.4669 2.6562 -1.0500 0.0 -0.1 -0.1
C 5.4807 3.7419 -1.2876 0.0 0.0 0.0
C 4.2368 1.6546 -2.0017 0.0 0.0 0.1
C 3.3099 0.6587 -1.8013 0.0 0.0 0.1
C 2.5499 0.5831 -0.6117 0.0 0.0 0.1
N 1.6415 -0.4408 -0.3602 -0.1 0.0 0.2
C 1.9004 -1.7134 -0.8735 -0.2 0.1 0.0
C 3.1850 -2.1937 -1.2034 -0.1 0.1 0.0
C 3.3540 -3.4312 -1.7895 -0.1 -0.1 0.0
C 2.2721 -4.2707 -2.0666 0.1 0.1 0.0
C 2.4642 -5.6167 -2.7102 0.0 0.0 0.0
C 1.0245 -3.8394 -1.6504 0.0 -0.1 0.0
C 0.8289 -2.6094 -1.0290 0.3 0.3 0.1
P -0.7036 -2.0902 -0.2136 0.0 -0.1 -0.5
C -1.1594 -3.6621 0.7052 0.0 0.0 -0.1
C -2.1004 -4.5738 -0.0908 0.0 0.0 0.0
C 0.0538 -4.4481 1.2398 0.0 0.0 0.0
C -1.8493 -1.8909 -1.6479 0.0 0.0 0.0
C -1.2382 -0.8900 -2.6333 0.0 0.0 0.0
C -3.2827 -1.4885 -1.3086 0.0 0.0 0.0
H 0.5043 5.5482 1.0563 0.0 0.0 0.0
H 2.1323 4.8980 0.9985 0.0 0.0 0.0
H 1.1793 4.7864 2.4895 0.0 0.0 0.0
H -0.4715 3.3427 1.3032 0.0 0.0 0.0
H 1.4330 3.6497 -1.0679 0.0 0.0 0.0
H -0.2196 4.2621 -0.9402 0.0 0.0 0.0
H 0.0670 2.5282 -1.0604 0.0 0.0 0.0
H 1.0529 2.8283 3.5495 0.0 0.0 0.0
H 4.0136 2.3105 2.9245 0.0 0.0 0.0
H 3.3985 3.0988 4.3769 0.0 0.0 0.0
H 3.2190 3.8834 2.8139 0.0 0.0 0.0
H 2.6611 0.2496 3.7538 0.0 0.0 0.0
H 0.9189 0.4470 4.0956 0.0 0.0 0.0
H 2.1241 1.2451 5.1011 0.0 0.0 0.0
H 3.7776 3.4470 0.7900 0.0 0.0 0.0
H 5.7637 4.2273 -0.3534 0.0 0.0 0.0
H 5.0907 4.5133 -1.9562 0.0 0.0 0.0
H 6.3871 3.3436 -1.7453 0.0 0.0 0.0
H 4.7963 1.6684 -2.9311 0.0 0.0 0.0
H 3.1510 -0.0788 -2.5747 0.0 0.0 0.0
H 4.0552 -1.5853 -1.0030 0.0 0.0 0.0
H 4.3580 -3.7584 -2.0382 0.0 0.0 0.0
H 3.2876 -5.6000 -3.4250 0.0 0.0 0.0
H 1.5657 -5.9300 -3.2427 0.0 0.0 0.0
H 2.6917 -6.3860 -1.9679 0.0 0.0 0.0
H 0.1797 -4.5025 -1.7957 0.0 0.0 0.0
H -1.7431 -3.3433 1.5572 0.0 0.1 0.0
H -1.6509 -4.9652 -1.0030 0.0 0.0 0.0
H -3.0302 -4.0739 -0.3549 0.0 0.0 0.0
H -2.3539 -5.4313 0.5369 0.0 0.0 0.0
H 0.1803 -5.3863 0.6967 0.0 0.0 0.0
H -0.0978 -4.6887 2.2942 0.0 0.0 0.0
H 0.9961 -3.9117 1.1537 0.0 0.0 0.0
H -1.8502 -2.8777 -2.1240 0.0 0.0 0.0
H -1.2131 0.1096 -2.2006 0.0 0.0 0.0
H -1.8598 -0.8521 -3.5306 0.0 0.0 0.0
H -0.2272 -1.1684 -2.9317 0.0 0.0 0.0
H -3.3055 -0.4614 -0.9495 0.0 0.0 0.0
H -3.7355 -2.1074 -0.5373 0.0 0.0 0.0
H -3.8895 -1.5540 -2.2151 0.0 0.0 0.0
Cl -4.7212 -1.1777 3.0458 0.0 0.0 0.0
C -3.1023 -1.5247 3.5674 -0.1 0.0 0.0
C -2.9013 -1.9393 4.8861 0.0 0.0 0.0
C -1.6547 -2.2777 5.3219 0.1 0.0 0.0
Cl -1.4368 -2.8675 6.9436 0.0 0.0 0.0
C -0.5374 -2.1531 4.4618 -0.2 0.0 0.1
C 0.7711 -2.5573 4.8113 0.1 0.0 0.0
C 1.7898 -2.4156 3.9172 0.0 0.0 0.0
C 1.5377 -1.7605 2.7038 -0.1 -0.1 -0.2
N 0.3361 -1.3612 2.3591 0.0 0.2 0.3
C -0.7479 -1.6276 3.1703 0.2 -0.1 -0.2
C -2.0781 -1.4071 2.6301 0.0 -0.2 0.3
O -2.3006 -1.1749 1.3875 -0.1 0.2 0.1
H -3.7514 -2.0199 5.5491 0.0 0.0 0.0
H 0.9403 -2.9919 5.7864 0.0 0.0 0.0
H 2.7978 -2.7354 4.1400 0.0 0.0 0.0
H 2.3326 -1.5270 2.0057 0.0 0.0 0.0
O -1.3075 1.5251 4.1977 0.0 0.0 0.0
C -1.8372 1.6767 3.1196 -0.1 -0.1 0.0
C -3.0755 2.5330 2.8428 0.0 0.0 0.0
C -3.2904 2.4429 1.3278 0.0 0.0 0.0
C -2.1255 1.5972 0.8931 0.0 -0.1 -0.1
O -1.7455 1.3099 -0.2558 0.1 0.1 0.2
N -1.4178 1.1295 1.9317 -0.1 0.4 0.1
H -2.8854 3.5482 3.1911 0.0 0.0 0.0
H -3.9063 2.1348 3.4239 0.0 0.0 0.0
H -3.2731 3.4040 0.8136 0.0 0.0 0.0
H -4.2147 1.9329 1.0537 0.0 0.0 0.0
```
Positions in Å, forces in eV/Å.

Calculated values
Multiplicity = 2
Highest occupied orbital energy (spin up / spin down) = -6.77 / -6.73 eV

***

Molecular formula: CH4FNP2
Method: DFT, the ωB97M-V functional and the def2-TZVPD basis

Geometry as XYZ:
```
9
Properties=species:S:1:pos:R:3:forces:R:3
C 0.4370 -1.4516 0.3472 -0.3 0.4 -0.3
N -0.1384 1.5214 -0.0224 -1.1 -4.1 0.4
F -2.0121 -0.6637 0.4199 0.5 0.0 -0.7
P 0.0430 2.4557 -1.2291 0.2 0.8 -1.1
P -0.8238 -0.6002 -0.6792 0.6 2.7 1.9
H 1.3938 -1.4416 -0.1681 0.1 0.0 0.0
H 0.1223 -2.4854 0.5010 0.0 0.0 -0.1
H 0.5199 -0.9449 1.3066 0.0 0.0 0.0
H 0.4583 3.6103 -0.4759 0.0 0.2 -0.1
```
Positions in Å, forces in eV/Å.

Calculated values
Multiplicity = 1
Highest occupied orbital energy (spin up / spin down) = -8.46 / -8.46 eV